C38H55N5O7 | ωB97M-V/def2-TZVPD

Calculated values
**LUMO level**: -0.004 Eh
**Gap between HOMO and LUMO**: 8.493 eV
**SMILES string**: Nc1nc2c(Cc3ccccc3)c(CC=O)cc(COc3ccccc3)c2nc1CCO.COCCNCCOC.COCCNCCOC
**2S+1**: 1
**E_tot**: -62078.3014 eV

Atoms and positions in Å:
N 1.378 2.425 7.323
C 0.582 3.416 6.677
N 0.036 3.068 5.552
C -0.755 3.962 4.895
C -1.361 3.586 3.661
C -1.103 2.209 3.116
C -0.629 2.198 1.684
C 0.442 2.994 1.286
C 0.867 3.000 -0.031
C 0.238 2.206 -0.979
C -0.818 1.397 -0.585
C -1.248 1.398 0.733
C -2.147 4.510 3.024
C -2.867 4.228 1.732
C -4.051 3.305 1.852
O -4.152 2.404 2.647
C -2.312 5.803 3.577
C -1.726 6.199 4.744
C -1.879 7.598 5.253
O -0.850 8.507 4.816
C 0.242 7.982 4.169
C 0.225 7.822 2.790
C 1.333 7.303 2.138
C 2.464 6.952 2.860
C 2.483 7.136 4.236
C 1.375 7.650 4.894
C -0.942 5.252 5.438
N -0.357 5.602 6.614
C 0.375 4.726 7.241
C 0.977 5.144 8.553
C -0.007 5.121 9.723
O -1.142 5.937 9.504
H 0.897 1.981 8.092
H 2.267 2.784 7.639
H -0.356 1.722 3.737
H -2.016 1.616 3.191
H 0.940 3.623 2.014
H 1.693 3.633 -0.329
H 0.571 2.202 -2.007
H -1.309 0.765 -1.313
H -2.082 0.768 1.020
H -2.196 3.802 0.979
H -3.237 5.163 1.306
H -4.865 3.495 1.126
H -2.917 6.517 3.029
H -2.830 8.005 4.907
H -1.880 7.604 6.342
H -0.667 8.110 2.249
H 1.302 7.176 1.064
H 3.330 6.545 2.357
H 3.369 6.868 4.797
H 1.383 7.786 5.967
H 1.832 4.520 8.809
H 1.338 6.167 8.436
H -0.305 4.095 9.954
H 0.495 5.527 10.601
H -1.858 5.405 9.149
C -0.616 -2.648 -7.438
O -1.360 -2.983 -6.287
C -0.889 -4.136 -5.598
C -0.326 -3.777 -4.242
N 0.921 -3.034 -4.365
C 1.433 -2.492 -3.111
C 0.599 -1.438 -2.395
O 0.500 -0.212 -3.093
C -0.546 -0.123 -4.042
H -1.140 -1.833 -7.935
H 0.400 -2.316 -7.195
H -0.548 -3.494 -8.128
H -0.138 -4.666 -6.191
H -1.741 -4.806 -5.456
H -0.128 -4.702 -3.691
H -1.102 -3.222 -3.696
H 0.788 -2.275 -5.021
H 2.413 -2.054 -3.316
H 1.595 -3.325 -2.419
H 1.098 -1.204 -1.451
H -0.403 -1.805 -2.140
H -1.406 -0.733 -3.751
H -0.226 -0.423 -5.044
H -0.858 0.922 -4.089
C 2.618 -6.362 -4.783
O 1.513 -6.688 -5.603
C 1.819 -7.523 -6.712
C 1.168 -8.879 -6.556
N 1.771 -9.625 -5.462
C 1.082 -10.863 -5.114
C -0.340 -10.758 -4.577
O -0.432 -10.131 -3.313
C -0.554 -8.722 -3.334
H 2.276 -5.611 -4.072
H 2.997 -7.231 -4.233
H 3.435 -5.934 -5.370
H 2.902 -7.625 -6.826
H 1.425 -7.044 -7.613
H 1.297 -9.444 -7.484
H 0.090 -8.711 -6.417
H 1.810 -9.031 -4.644
H 1.684 -11.373 -4.359
H 1.068 -11.508 -5.998
H -0.714 -11.775 -4.437
H -1.014 -10.266 -5.289
H -1.092 -8.379 -4.222
H 0.418 -8.221 -3.298
H -1.117 -8.429 -2.448


C23H28BNO3PPdS2Si | ωB97M-V/def2-TZVPD

Calculated values
**Relative energy (zero: lowest compared OMol25 entry of this formula, charge and spin)**: 0.000 eV
**Total charge**: -2
**LUMO level (alpha / beta)**: 0.167 / 0.157 Eh
**Gap between HOMO and LUMO (alpha / beta)**: 6.767 / 6.327 eV
**2S+1**: 2
**E_tot**: -74935.1997 eV

Atoms and positions in Å:
Pd 1.874 0.683 0.321
C 2.614 -1.800 6.033
C 3.531 -1.841 4.823
O 3.737 -0.522 4.342
P 3.740 -0.196 2.705
S 3.726 0.466 -0.758
S 1.980 -1.023 1.970
O 4.930 -1.296 2.266
C 4.873 -2.253 1.224
C 5.407 -3.581 1.735
H 2.393 -2.812 6.385
H 1.678 -1.309 5.764
H 3.077 -1.238 6.848
H 3.089 -2.466 4.043
H 4.501 -2.275 5.085
H 5.475 -1.886 0.388
H 3.849 -2.363 0.866
H 6.454 -3.491 2.039
H 5.335 -4.344 0.953
H 4.826 -3.913 2.597
O -0.260 0.166 -0.060
Si -1.502 0.242 -0.987
C -3.079 -0.340 -0.074
C -2.946 -1.290 0.943
C -4.054 -1.773 1.627
C -5.328 -1.310 1.310
C -5.480 -0.358 0.311
C -4.364 0.120 -0.367
C -1.317 -0.930 -2.483
C -0.039 -1.116 -3.016
C 0.168 -1.938 -4.117
C -0.905 -2.597 -4.708
C -2.181 -2.434 -4.186
C -2.378 -1.611 -3.082
C -1.906 1.953 -1.713
C -1.529 3.095 -1.005
C -1.788 4.369 -1.494
C -2.454 4.523 -2.703
C -2.844 3.400 -3.423
C -2.562 2.131 -2.934
H -1.949 -1.632 1.206
H -3.925 -2.505 2.417
H -6.194 -1.682 1.847
H -6.468 0.019 0.067
H -4.493 0.879 -1.135
H 0.808 -0.626 -2.546
H 1.171 -2.070 -4.509
H -0.745 -3.241 -5.567
H -3.023 -2.954 -4.632
H -3.379 -1.504 -2.673
H -0.983 2.983 -0.074
H -1.432 5.233 -0.946
H -2.648 5.515 -3.095
H -3.348 3.515 -4.378
H -2.842 1.262 -3.524
B 1.468 5.518 -0.025
C 1.622 3.966 0.075
N 1.734 2.824 0.167
H 1.323 5.800 -1.198
H 2.474 6.028 0.431
H 0.486 5.831 0.621


C40H36Cl2N2O3P2S2Tl | ωB97M-V/def2-TZVPD

Calculated values
**Relative energy (zero: lowest compared OMol25 entry of this formula, charge and spin)**: 0.000 eV
**Total charge**: -2
**LUMO level (alpha / beta)**: 0.138 / 0.138 Eh
**Gap between HOMO and LUMO (alpha / beta)**: 2.840 / 5.152 eV
**2S+1**: 2
**E_tot**: -121174.1682 eV

Atoms and positions in Å:
Tl 3.046 -1.753 0.436
C -3.457 3.694 0.763
S -4.751 2.430 0.857
C -4.460 1.462 -0.656
C -3.404 0.366 -0.574
C -1.989 0.923 -0.476
N -0.943 -0.082 -0.683
P -0.141 0.105 -2.206
C -1.585 -0.042 -3.383
C -1.945 1.111 -4.074
C -3.000 1.113 -4.979
C -3.709 -0.056 -5.211
C -3.358 -1.218 -4.532
C -2.307 -1.209 -3.630
C 0.553 -1.566 -2.493
C 1.625 -1.657 -3.376
C 2.202 -2.884 -3.662
C 1.717 -4.036 -3.057
C 0.652 -3.953 -2.172
C 0.073 -2.724 -1.891
P 0.055 -0.579 0.716
C -1.362 -1.312 1.627
C -1.535 -2.685 1.455
C -2.649 -3.335 1.957
C -3.606 -2.622 2.670
C -3.430 -1.262 2.875
C -2.318 -0.613 2.354
C 0.300 1.041 1.535
C 0.648 2.139 0.747
C 0.932 3.365 1.326
C 0.893 3.508 2.708
C 0.576 2.416 3.501
C 0.285 1.189 2.920
H -3.734 4.479 1.465
H -3.419 4.115 -0.241
H -2.479 3.307 1.035
H -4.229 2.169 -1.459
H -5.433 1.022 -0.883
H -3.481 -0.250 -1.474
H -3.607 -0.284 0.283
H -1.841 1.382 0.501
H -1.885 1.741 -1.209
H -1.383 2.022 -3.893
H -3.266 2.023 -5.503
H -4.531 -0.065 -5.917
H -3.908 -2.135 -4.711
H -2.042 -2.119 -3.104
H 2.036 -0.753 -3.812
H 3.055 -2.936 -4.326
H 2.188 -4.991 -3.252
H 0.289 -4.843 -1.672
H -0.745 -2.654 -1.184
H -0.755 -3.251 0.958
H -2.757 -4.404 1.822
H -4.473 -3.128 3.078
H -4.163 -0.696 3.438
H -2.211 0.453 2.514
H 0.726 2.020 -0.327
H 1.220 4.201 0.699
H 1.134 4.461 3.164
H 0.583 2.504 4.580
H 0.082 0.336 3.553
Cl 2.870 -0.509 8.189
C 2.457 -0.904 6.512
C 1.526 -1.905 6.279
C 1.203 -2.170 4.934
Cl -0.008 -3.412 4.653
C 1.766 -1.531 3.819
O 1.383 -1.765 2.611
C 2.775 -0.513 4.123
C 3.468 0.219 3.142
O 3.440 0.142 1.872
C 3.063 -0.215 5.493
H 1.061 -2.453 7.085
H 4.133 0.995 3.569
H 3.789 0.557 5.718
O 2.805 0.291 -1.114
N 3.609 0.898 -1.940
C 3.092 1.943 -2.628
C 3.813 2.665 -3.542
C 5.145 2.302 -3.762
C 5.669 1.251 -3.055
C 4.925 0.501 -2.110
S 5.588 -0.799 -1.248
H 2.057 2.139 -2.390
H 3.340 3.485 -4.063
H 5.757 2.842 -4.475
H 6.696 0.943 -3.189


CHN3O2 | ωB97M-V/def2-TZVPD

Calculated values
**Relative energy (zero: lowest compared OMol25 entry of this formula, charge and spin)**: 1.921 eV
**LUMO level**: 0.005 Eh
**Gap between HOMO and LUMO**: 10.564 eV
**SMILES string**: O=c1nn[nH]o1
**2S+1**: 1
**E_tot**: -9615.4850 eV

Atoms and positions in Å:
O 1.771 -0.947 1.015
C 0.878 -0.499 0.342
N 0.448 -0.797 -0.979
N -0.561 -0.033 -1.182
N -0.870 0.614 -0.131
O -0.079 0.356 0.935
H -1.587 1.306 0.001